Here is a 8-piece molecular cluster, C26H74N6O12 overall at a distorted geometry from OMol25. Energies are from ωB97M-V with the def2-TZVPD basis set.

Each line ends with the Mulliken charge.
Positions of all 118 atoms, in Å:
C  5.68  -1.60  25.62  -1.1471
C  4.31  -1.32  24.94  0.0754
C  3.70  -2.47  24.06  -0.4151
O  3.09  -3.34  25.00  -0.4718
C  2.41  -4.50  24.50  -0.7474
N  3.39  -1.04  26.08  -0.1328
H  2.59  -0.48  25.75  0.3605
H  3.10  -1.97  26.40  0.3744
H  3.88  -0.51  26.77  0.3001
H  6.43  -1.74  24.87  -0.1614
H  5.65  -2.49  26.30  0.4512
H  6.09  -0.74  26.22  0.4672
H  4.38  -0.35  24.44  0.3654
H  4.52  -3.03  23.57  0.1834
H  2.96  -2.15  23.29  0.6174
H  3.14  -5.08  23.96  0.2688
H  1.69  -4.13  23.77  0.3315
H  1.96  -4.94  25.36  0.2919
C  10.98  -5.28  23.24  -1.4101
C  10.78  -5.86  21.82  0.7707
C  10.49  -7.37  21.69  -0.9442
O  10.14  -7.67  20.36  -0.3983
C  11.10  -8.38  19.51  -0.6515
N  9.67  -4.93  21.34  -0.0357
H  10.08  -3.96  21.16  0.1949
H  9.12  -5.30  20.61  0.4322
H  9.01  -4.69  22.10  0.2250
H  10.06  -5.26  23.81  0.4398
H  11.26  -4.23  23.16  0.0083
H  11.62  -5.81  23.92  0.5177
H  11.69  -5.66  21.23  0.2282
H  9.60  -7.64  22.29  0.3310
H  11.39  -7.90  22.01  0.4088
H  12.12  -8.39  19.97  0.3110
H  11.03  -8.00  18.50  0.2585
H  10.81  -9.43  19.43  0.2810
C  5.41  -0.55  19.36  -1.3085
C  4.54  -1.72  19.89  0.6828
C  3.46  -2.16  18.91  -0.8007
O  3.79  -3.36  18.23  -0.3977
C  2.57  -4.04  17.75  -0.7238
N  5.33  -2.92  20.21  0.1395
H  6.17  -2.71  20.81  0.1184
H  4.72  -3.62  20.69  0.3713
H  5.56  -3.32  19.31  0.5272
H  4.80  0.35  19.35  0.4601
H  5.72  -0.76  18.34  0.4129
H  6.33  -0.43  19.93  0.0265
H  4.06  -1.30  20.79  -0.1684
H  3.23  -1.37  18.17  0.3931
H  2.51  -2.33  19.43  0.5505
H  2.10  -4.51  18.64  0.3196
H  2.97  -4.81  17.05  0.2480
H  1.86  -3.30  17.37  0.3320
C  6.04  4.15  20.84  -1.5426
C  6.71  2.77  20.74  1.0179
C  7.90  2.77  19.79  -0.9539
O  8.52  1.46  19.79  -0.2447
C  9.53  1.29  18.77  -0.7080
N  7.20  2.27  22.06  0.1233
H  7.57  2.99  22.68  0.4254
H  6.53  1.64  22.44  0.1379
H  7.99  1.58  21.88  0.0727
H  5.69  4.48  19.87  0.4099
H  6.81  4.87  21.13  0.4110
H  5.16  4.17  21.50  0.4062
H  5.99  2.07  20.34  -0.4474
H  8.61  3.57  19.99  0.4214
H  7.58  2.99  18.78  0.6053
H  9.32  0.34  18.24  0.1919
H  10.50  1.30  19.30  0.1488
H  9.46  2.08  18.01  0.4248
C  10.06  -1.79  26.91  -1.1974
C  10.37  -1.04  28.23  0.3959
C  9.27  -0.78  29.25  -0.7418
O  9.98  -0.24  30.34  -0.4036
C  9.09  0.33  31.33  -0.7664
N  11.55  -1.74  28.87  -0.1510
H  11.43  -2.75  29.06  0.3712
H  12.36  -1.51  28.29  0.3105
H  11.69  -1.24  29.77  0.4338
H  10.94  -1.90  26.28  0.0672
H  9.29  -1.37  26.27  0.2572
H  9.66  -2.77  27.18  0.5370
H  10.66  -0.03  27.97  0.1057
H  8.83  -1.74  29.47  0.4440
H  8.59  -0.04  28.78  0.3833
H  9.72  0.69  32.12  0.2785
H  8.46  -0.44  31.75  0.3384
H  8.48  1.11  30.87  0.2981
C  12.30  2.07  25.21  -1.3416
C  13.15  1.47  24.11  0.3395
C  13.68  0.04  24.39  -1.0765
O  12.56  -0.84  24.71  -0.0877
C  12.93  -2.20  24.19  -0.5011
N  12.15  1.23  23.10  -0.1470
H  11.86  2.07  22.66  0.3693
H  12.37  0.43  22.38  0.3065
H  11.32  0.68  23.42  0.2210
H  11.65  1.33  25.71  0.1775
H  11.65  2.90  24.87  0.3985
H  12.87  2.49  26.02  0.4227
H  13.94  2.19  23.73  0.3922
H  14.36  0.09  25.22  0.5077
H  14.14  -0.22  23.43  0.5352
H  12.21  -2.93  24.52  0.1241
H  13.94  -2.46  24.49  0.3923
H  12.84  -2.17  23.08  0.0765
O  12.34  -1.87  19.84  -0.4927
C  11.48  -1.58  20.84  0.3463
O  11.64  -0.38  21.22  -0.8676
O  10.74  -2.41  21.40  -0.2212
H  11.92  -2.63  19.41  0.3077
O  8.53  -0.74  22.80  -0.0476
C  7.30  -1.16  22.41  0.6188
O  7.39  -2.38  21.84  -1.0676
O  6.27  -0.52  22.60  -0.6261
H  9.20  -1.44  22.65  -0.0808

## Properties
highest occupied orbital energy = -17.25 eV
charge = +4
total energy = -61636.868 eV
orbital gap = 0.3245 Ha
E_LUMO = -8.4 eV